(1)
C20H8Cl2F5N2O3PtS as an isolated structure, computed with ωB97M-V with the def2-TZVPD basis set.

Geometry (Å):
Pt: -0.754 -0.304 0.002
O: -2.605 0.450 0.140
N: -3.470 -0.001 -0.778
C: -4.674 0.612 -0.790
C: -5.653 0.226 -1.658
C: -5.383 -0.827 -2.543
C: -4.158 -1.432 -2.516
C: -3.153 -1.020 -1.617
S: -1.608 -1.739 -1.526
H: -4.762 1.402 -0.061
H: -6.604 0.737 -1.646
H: -6.137 -1.156 -3.246
H: -3.912 -2.246 -3.184
Cl: 0.687 -5.098 2.780
C: 1.587 -4.005 1.768
C: 2.916 -4.285 1.510
C: 3.683 -3.449 0.735
Cl: 5.364 -3.847 0.449
C: 3.126 -2.284 0.175
C: 3.869 -1.365 -0.597
C: 3.261 -0.259 -1.114
C: 1.897 -0.066 -0.884
N: 1.177 -0.903 -0.155
C: 1.749 -2.003 0.412
C: 0.901 -2.860 1.271
O: -0.280 -2.577 1.510
H: 3.358 -5.177 1.934
H: 4.920 -1.551 -0.766
H: 3.805 0.468 -1.701
H: 1.367 0.776 -1.307
F: 1.667 6.242 0.923
C: 1.239 4.969 1.015
C: 1.428 4.237 2.176
F: 2.052 4.807 3.219
C: 0.984 2.937 2.263
F: 1.198 2.272 3.407
C: 0.314 2.269 1.209
O: -0.077 1.050 1.402
C: 0.147 3.051 0.049
F: -0.464 2.547 -1.041
C: 0.598 4.358 -0.041
F: 0.402 5.045 -1.180

Results
Orbital gap in Eh: 0.23705
ΔE to the lowest compared entry with this formula, charge and spin in kJ/mol: 6.8
Total charge: -1


(2)
C20H9Cl3N2O7PdS2 as an isolated structure, computed with ωB97M-V with the def2-TZVPD basis set.

Geometry (Å):
Pd: -0.457 0.447 0.497
Cl: -2.650 -2.557 6.821
C: -1.847 -1.713 5.521
C: -2.546 -1.415 4.365
C: -1.897 -0.756 3.340
Cl: -2.793 -0.360 1.903
C: -0.524 -0.403 3.386
O: 0.114 0.186 2.444
C: 0.113 -0.711 4.615
Cl: 1.774 -0.250 4.801
C: -0.519 -1.355 5.659
H: -3.585 -1.687 4.258
H: 0.024 -1.571 6.568
O: 3.182 5.918 -1.741
C: 3.001 5.672 -0.539
O: 3.272 6.348 0.471
C: 2.182 4.382 -0.246
C: 2.268 3.755 0.988
C: 1.521 2.621 1.250
N: 0.686 2.124 0.338
C: 0.602 2.699 -0.877
C: 1.341 3.820 -1.199
C: -0.338 1.994 -1.854
O: -0.513 2.407 -2.985
O: -0.926 0.948 -1.358
H: 2.913 4.182 1.743
H: 1.550 2.094 2.194
H: 1.268 4.246 -2.190
O: -1.779 -3.774 -0.403
S: -1.625 -2.476 -1.021
O: -2.771 -1.609 -0.977
N: -0.256 -1.737 -0.486
C: 0.675 -1.652 -1.434
S: 2.191 -1.003 -1.242
C: 0.227 -2.205 -2.748
C: 0.936 -2.281 -3.937
C: 0.314 -2.848 -5.037
C: -0.990 -3.334 -4.957
C: -1.699 -3.263 -3.767
C: -1.064 -2.691 -2.685
H: 1.942 -1.885 -3.978
H: 0.847 -2.913 -5.978
H: -1.454 -3.766 -5.836
H: -2.714 -3.628 -3.688

Results
Orbital gap in Eh: 0.26526
ΔE to the lowest compared entry with this formula, charge and spin in kJ/mol: 89.5
Total charge: -2


(3)
One molecule with the formula C21H11F6N3O2, computed with ωB97M-V with the def2-TZVPD basis set.

Geometry (Å):
O: -1.556 -0.059 3.433
C: -0.583 -0.180 2.635
N: 0.712 -0.455 3.164
C: 1.724 -0.447 2.310
N: 1.618 -0.072 0.971
C: 2.840 0.678 0.430
C: 4.084 0.898 1.274
C: 5.266 0.189 1.091
F: 5.339 -0.810 0.186
C: 6.463 0.405 1.915
C: 6.396 1.236 3.031
F: 7.460 1.615 3.801
C: 5.165 1.882 3.221
C: 4.113 1.761 2.367
F: 3.136 2.462 2.629
C: 0.313 0.102 0.473
C: 0.120 0.355 -0.895
C: -1.173 0.489 -1.494
C: -2.345 0.332 -0.651
O: -3.590 0.493 -1.124
C: -4.064 -0.246 -2.197
C: -4.213 0.390 -3.456
C: -4.744 -0.339 -4.599
C: -5.101 -1.713 -4.337
N: -5.022 -2.285 -3.139
C: -4.606 -1.552 -2.035
C: -4.559 -2.297 -0.704
F: -5.298 -3.437 -0.706
F: -5.000 -1.643 0.360
F: -3.281 -2.659 -0.545
C: -2.122 0.111 0.707
C: -0.823 0.028 1.256
H: 2.702 -0.608 2.745
H: 2.604 1.698 0.088
H: 3.158 0.261 -0.458
H: 7.438 0.044 1.634
H: 5.150 2.574 4.027
H: 0.940 0.412 -1.711
H: -1.278 0.762 -2.557
H: -3.948 1.442 -3.633
H: -4.913 0.096 -5.557
H: -5.448 -2.120 -5.204
H: -3.073 0.207 1.255

Results
Orbital gap in Eh: 0.31854
Structure (SMILES): O=c1ncn(Cc2c(F)cc(F)cc2F)c2ccc(Oc3cccnc3C(F)(F)F)cc12


| no. | E_HOMO (hartree) |
| --- | --- |
| 1 | -0.1500 |
| 2 | -0.1231 |
| 3 | -0.3236 |